Record 1
{"formula": "C41H69F4N3PSi4TeW", "method": "ωB97M-V/def2-TZVPD", "de_lowest_kj_mol": 99.52, "s_squared": 2.031, "multiplicity": 3, "fmax_ev_per_a": 0.582, "total_charge": 1, "e_homo_ev": [-10.1, -10.2], "symbols": ["W", "C", "N", "C", "C", "C", "N", "C", "C", "F", "C", "F", "C", "C", "F", "C", "F", "H", "H", "H", "H", "H", "H", "H", "H", "H", "H", "H", "C", "C", "C", "P", "C", "C", "C", "C", "C", "C", "C", "C", "C", "C", "N", "C", "C", "C", "C", "C", "C", "C", "C", "C", "H", "H", "H", "H", "H", "H", "H", "H", "H", "H", "H", "H", "H", "H", "H", "H", "H", "H", "H", "H", "H", "H", "H", "H", "H", "H", "H", "H", "H", "H", "H", "C", "Si", "C", "C", "Si", "Te", "Si", "C", "C", "C", "Si", "C", "C", "C", "H", "H", "H", "H", "H", "H", "H", "H", "H", "H", "H", "H", "H", "H", "H", "H", "H", "H", "H", "H", "H", "H", "H", "H", "H", "H", "H"], "positions_angstrom": [[-0.8759, -0.2170, 0.5895], [1.4600, -1.5963, -3.5101], [2.1052, -0.7899, -2.4835], [3.5458, -0.9900, -2.5417], [1.7936, 0.6275, -2.6199], [0.3531, 0.9643, -2.2524], [0.0403, 0.9325, -0.8301], [0.2940, 2.0180, -0.0132], [-0.3604, 1.7547, 1.2115], [-1.1727, -0.7212, 2.4272], [-0.1763, 2.6037, 2.2856], [-0.8020, 2.3595, 3.4361], [0.6509, 3.7025, 2.1985], [1.2402, 3.9662, 0.9665], [2.0027, 5.0463, 0.8420], [1.0677, 3.1646, -0.1509], [1.6795, 3.5065, -1.2926], [1.7722, -1.2979, -4.5243], [0.3745, -1.5161, -3.4485], [1.7164, -2.6458, -3.3645], [3.9718, -0.6705, -3.5056], [3.7731, -2.0476, -2.4037], [4.0356, -0.4259, -1.7476], [1.9629, 0.9758, -3.6547], [2.4764, 1.1939, -1.9871], [-0.3083, 0.2660, -2.7511], [0.1147, 1.9591, -2.6401], [0.8285, 4.3635, 3.0348], [-3.2608, -3.1112, 1.8123], [-3.6450, -2.7482, 0.3778], [-4.2197, -3.9718, -0.3380], [-2.3599, -1.9050, -0.6619], [-3.3036, -1.5411, -2.2168], [-4.6773, -0.9011, -2.0024], [-2.4795, -0.6976, -3.1828], [-1.0174, -3.0052, -1.1700], [-1.1242, -3.9926, -2.1493], [-0.0433, -4.7949, -2.4840], [-0.1627, -5.8835, -3.5151], [1.1621, -4.5734, -1.8167], [1.2950, -3.5928, -0.8522], [0.2061, -2.7925, -0.5206], [0.2900, -1.8004, 0.4879], [1.1773, -2.0798, 1.5988], [2.2754, -1.2508, 1.8678], [2.6613, -0.0898, 0.9952], [3.0756, -1.5338, 2.9718], [2.8261, -2.6070, 3.8089], [3.6897, -2.8892, 5.0056], [1.7511, -3.4325, 3.4990], [0.9300, -3.1986, 2.4102], [-0.1723, -4.1831, 2.1406], [-4.1680, -3.1304, 2.4185], [-2.5705, -2.4094, 2.2708], [-2.8270, -4.1086, 1.8493], [-4.4054, -1.9640, 0.4326], [-3.4416, -4.7218, -0.4940], [-4.6749, -3.7381, -1.3005], [-4.9877, -4.4237, 0.2915], [-3.4548, -2.5233, -2.6732], [-5.3283, -1.4624, -1.3361], [-5.1829, -0.8304, -2.9677], [-4.5781, 0.1141, -1.6084], [-1.5092, -1.1537, -3.3807], [-2.3323, 0.3091, -2.7853], [-3.0052, -0.6116, -4.1352], [-2.0693, -4.1531, -2.6551], [-1.0941, -5.8002, -4.0736], [-0.1411, -6.8682, -3.0448], [0.6632, -5.8433, -4.2255], [2.0206, -5.1863, -2.0668], [2.2426, -3.4308, -0.3552], [2.3921, -0.2722, -0.0434], [3.7355, 0.0802, 1.0672], [2.1738, 0.8296, 1.3243], [3.9272, -0.8922, 3.1701], [4.4989, -2.1656, 5.0892], [4.1285, -3.8862, 4.9452], [3.1009, -2.8476, 5.9233], [1.5441, -4.2940, 4.1260], [-0.7957, -4.3073, 3.0267], [0.2525, -5.1585, 1.8935], [-0.8096, -3.8847, 1.3179], [-5.4528, 2.8012, -2.7538], [-6.3038, 2.8495, -1.0856], [-7.4756, 4.3179, -1.0342], [-7.2307, 1.2488, -0.7488], [-4.7988, 3.3669, 0.6508], [-3.0694, 1.4286, 0.4831], [-5.6038, 3.0153, 2.8428], [-5.8845, 1.1963, 3.1712], [-4.3473, 3.7099, 4.0399], [-7.2320, 3.9417, 2.9544], [-3.7205, 5.4388, 0.3142], [-2.0966, 5.4421, 1.2309], [-4.9044, 6.7032, 1.0300], [-3.4138, 5.7488, -1.5044], [-6.1972, 2.9637, -3.5384], [-4.9726, 1.8399, -2.9498], [-4.6973, 3.5815, -2.8439], [-8.3115, 4.1354, -1.7157], [-6.9823, 5.2368, -1.3602], [-7.8936, 4.4858, -0.0399], [-8.2774, 1.4586, -0.5204], [-6.8117, 0.6905, 0.0900], [-7.2073, 0.5982, -1.6261], [-4.9647, 0.6218, 3.0528], [-6.6464, 0.7767, 2.5113], [-6.2304, 1.0688, 4.2005], [-3.3759, 3.2247, 3.9193], [-4.6792, 3.5365, 5.0669], [-4.2133, 4.7862, 3.9110], [-7.9692, 3.5327, 2.2600], [-7.1152, 5.0064, 2.7413], [-7.6458, 3.8502, 3.9620], [-2.2158, 5.2057, 2.2894], [-1.6242, 6.4251, 1.1503], [-1.4195, 4.7062, 0.7917], [-5.1495, 6.4811, 2.0708], [-5.8363, 6.7711, 0.4654], [-4.4305, 7.6887, 1.0090], [-2.7956, 4.9577, -1.9354], [-2.8768, 6.6924, -1.6317], [-4.3404, 5.8152, -2.0774]]}



Record 2
{"formula": "C41H74O23S4", "method": "ωB97M-V/def2-TZVPD", "de_lowest_kj_mol": 125.00, "multiplicity": 1, "fmax_ev_per_a": 3.717, "smiles": "C[C@H]1COC(=O)O1.C[C@H]1COC(=O)O1.C[C@H]1COC(=O)O1.C[C@H]1COC(=O)O1.O=S1(=O)CCCC1.O=S1(=O)CCCC1.O=S1(=O)CCCC1.O=S1(=O)CCCC1.CC(C)=O.CC(C)=O.CC(C)=O", "e_homo_ev": -8.9, "symbols": ["C", "C", "C", "O", "C", "O", "O", "H", "H", "H", "H", "H", "H", "C", "C", "C", "O", "C", "O", "O", "H", "H", "H", "H", "H", "H", "C", "C", "C", "O", "C", "O", "O", "H", "H", "H", "H", "H", "H", "C", "C", "C", "O", "C", "O", "O", "H", "H", "H", "H", "H", "H", "O", "S", "O", "C", "C", "C", "C", "H", "H", "H", "H", "H", "H", "H", "H", "O", "S", "O", "C", "C", "C", "C", "H", "H", "H", "H", "H", "H", "H", "H", "O", "S", "O", "C", "C", "C", "C", "H", "H", "H", "H", "H", "H", "H", "H", "O", "S", "O", "C", "C", "C", "C", "H", "H", "H", "H", "H", "H", "H", "H", "C", "C", "C", "O", "H", "H", "H", "H", "H", "H", "C", "C", "C", "O", "H", "H", "H", "H", "H", "H", "C", "C", "C", "O", "H", "H", "H", "H", "H", "H"], "positions_angstrom": [[1.0254, 5.3485, 3.6890], [1.3382, 5.4764, 2.2181], [0.2989, 6.1398, 1.3077], [1.0055, 7.1637, 0.5666], [2.2480, 7.2343, 1.0389], [3.0242, 8.0455, 0.5956], [2.3888, 6.4506, 2.0855], [0.5000, 6.2069, 4.1092], [1.9210, 5.1626, 4.2795], [0.3548, 4.4932, 3.8125], [1.7820, 4.5389, 1.8707], [-0.5736, 6.5390, 1.8164], [0.0042, 5.3745, 0.5858], [-1.4343, -6.5915, -2.1364], [-0.3521, -5.7745, -2.8017], [0.4330, -4.8358, -1.7983], [1.7765, -5.0607, -2.1791], [1.9095, -6.1452, -2.9280], [2.9622, -6.6306, -3.2371], [0.7077, -6.6165, -3.2699], [-1.0437, -7.2330, -1.3440], [-1.9139, -7.2346, -2.8724], [-2.1205, -5.8902, -1.6604], [-0.7761, -5.1068, -3.5522], [0.2734, -5.2073, -0.7846], [0.1073, -3.8066, -1.9056], [4.0500, -3.0177, -0.7738], [4.0894, -4.4981, -0.4295], [4.9735, -5.2536, -1.3543], [6.2692, -5.1774, -0.7203], [6.0390, -4.9195, 0.5985], [6.8426, -4.9151, 1.4727], [4.7031, -4.6303, 0.8575], [5.0296, -2.5461, -0.8678], [3.3300, -2.4763, -0.1603], [3.6764, -2.8417, -1.7868], [3.1507, -5.0314, -0.3014], [4.9773, -4.9578, -2.4025], [4.7700, -6.3252, -1.4514], [4.2572, -0.7600, -3.2529], [3.9982, 0.1488, -4.4458], [2.6059, 0.1250, -5.0976], [2.1815, 1.4666, -5.1161], [2.9489, 2.2090, -4.3252], [2.6036, 3.2864, -3.9154], [3.9820, 1.5105, -3.8812], [5.0332, -0.3176, -2.6338], [4.5815, -1.7187, -3.6578], [3.3073, -0.8235, -2.7295], [4.8145, 0.0656, -5.1640], [1.9166, -0.4601, -4.4807], [2.5852, -0.3150, -6.0927], [-2.2478, -3.7533, -0.1970], [-2.9409, -4.1016, 1.0271], [-4.1849, -3.4793, 1.4412], [-3.0870, -5.8973, 1.2629], [-2.9042, -6.0278, 2.7885], [-2.2230, -4.8249, 3.4694], [-1.6947, -3.8957, 2.3750], [-2.1107, -6.2179, 0.8955], [-4.0073, -6.2457, 0.8133], [-3.8929, -6.2072, 3.2287], [-2.5073, -6.9830, 3.1433], [-1.4603, -5.0751, 4.2051], [-2.9526, -4.2836, 4.0724], [-0.8018, -4.2095, 1.8260], [-1.4788, -2.8586, 2.6272], [-7.3729, 0.9183, -0.6429], [-6.0914, 1.6172, -0.6327], [-6.0790, 3.0414, -0.3424], [-5.0463, 0.6882, 0.4882], [-4.0435, -0.1302, -0.3636], [-4.6454, -0.1899, -1.7538], [-5.1948, 1.2192, -2.1288], [-5.5615, 0.1474, 1.2781], [-4.5211, 1.4827, 1.0279], [-3.1101, 0.4341, -0.3491], [-3.8713, -1.1048, 0.0884], [-5.4216, -0.9413, -1.8928], [-3.9097, -0.3762, -2.5425], [-5.8974, 1.3136, -2.9499], [-4.3705, 1.9336, -2.1271], [-0.4321, 4.0169, -1.1452], [-1.7802, 3.8485, -1.6692], [-2.9639, 3.5495, -0.8849], [-2.2783, 5.1476, -2.8749], [-3.1765, 4.4455, -3.8347], [-2.4458, 3.1878, -4.3176], [-1.7851, 2.6112, -3.0821], [-1.3702, 5.5300, -3.3499], [-2.6203, 5.9766, -2.2535], [-4.0562, 4.0679, -3.2998], [-3.6198, 5.0638, -4.6147], [-1.6971, 3.3728, -5.0900], [-3.0811, 2.4017, -4.7280], [-0.7017, 2.5050, -3.1726], [-2.1389, 1.6534, -2.7159], [-0.6687, 0.3539, -1.6814], [0.4628, -0.3174, -1.0742], [1.2505, -1.2112, -1.8785], [1.5689, 0.9235, -0.3410], [1.2642, 1.1132, 1.1636], [0.0866, 0.1725, 1.5855], [0.1182, -0.9985, 0.6008], [1.5044, 1.8069, -0.9823], [2.6197, 0.6472, -0.4507], [2.1380, 0.9445, 1.7915], [0.9578, 2.1484, 1.3090], [-0.7677, 0.8149, 1.3563], [0.0291, -0.1683, 2.6120], [-0.7912, -1.5958, 0.4939], [0.9246, -1.7041, 0.8125], [-3.1409, -0.3167, 4.0159], [-3.2879, -1.2852, 5.1677], [-4.6620, -1.6387, 5.6914], [-2.3021, -1.7816, 5.6633], [-3.0650, 0.7055, 4.4160], [-3.8679, -0.2119, 3.2138], [-2.1322, -0.3080, 3.5957], [-4.8038, -2.7013, 5.8691], [-5.3606, -1.3568, 4.8976], [-4.9688, -1.0502, 6.5551], [2.5757, -0.0186, 4.7260], [1.5921, 1.0701, 5.0994], [1.7955, 1.7437, 6.4194], [0.5690, 1.2238, 4.4624], [2.4203, -0.3683, 3.7045], [2.6511, -0.7838, 5.4903], [3.5086, 0.5322, 4.5336], [2.8231, 2.0515, 6.6156], [1.4113, 1.1406, 7.2405], [1.2281, 2.6763, 6.3850], [3.0465, 6.5292, -2.5230], [3.7738, 5.4132, -1.8199], [2.9418, 4.4592, -0.9997], [4.9719, 5.3110, -1.9135], [2.6745, 7.2215, -1.7634], [2.1444, 6.1922, -3.0444], [3.6546, 7.0039, -3.2876], [3.4819, 4.0238, -0.1463], [2.8189, 3.5059, -1.5173], [2.0258, 4.8498, -0.5599]]}



Record 3
{"formula": "C41H76BN6O3P2Sr", "method": "ωB97M-V/def2-TZVPD", "multiplicity": 1, "fmax_ev_per_a": 15.551, "total_charge": 1, "e_homo_ev": -7.7, "symbols": ["Sr", "C", "C", "N", "C", "C", "C", "C", "C", "C", "C", "N", "C", "C", "N", "N", "H", "H", "H", "H", "H", "H", "H", "H", "H", "H", "H", "H", "H", "H", "H", "H", "H", "H", "C", "O", "C", "C", "O", "C", "C", "O", "C", "H", "H", "H", "H", "H", "H", "H", "H", "H", "H", "H", "H", "H", "H", "C", "C", "C", "C", "P", "C", "N", "B", "N", "C", "P", "C", "C", "C", "C", "C", "C", "C", "C", "C", "C", "C", "C", "C", "C", "C", "C", "C", "C", "H", "H", "H", "H", "H", "H", "H", "H", "H", "H", "H", "H", "H", "H", "H", "H", "H", "H", "H", "H", "H", "H", "H", "H", "H", "H", "H", "H", "H", "H", "H", "H", "H", "H", "H", "H", "H", "H", "H", "H", "H", "H", "H", "H"], "positions_angstrom": [[1.0150, 1.1762, -0.1872], [-0.2488, 4.3010, 0.3069], [-1.4970, 3.9572, 1.1182], [-1.4616, 2.5861, 1.6220], [-0.7972, 2.3793, 2.9073], [0.6888, 2.5696, 2.7484], [1.3466, 3.6256, 3.3551], [2.6719, 3.8741, 3.0156], [3.2661, 3.0738, 2.0639], [2.5184, 2.0378, 1.4896], [3.1985, 1.3223, 0.3635], [2.8290, 1.9100, -0.9284], [2.1469, 3.1168, -0.5748], [1.1361, 3.6356, -1.5532], [-0.1545, 3.4627, -0.8896], [1.2964, 1.7466, 1.8883], [0.6227, 4.1605, 0.9339], [-0.2408, 5.3776, 0.0733], [-2.3571, 4.0502, 0.4524], [-1.6087, 4.7017, 1.9207], [-2.3894, 2.1875, 1.6520], [-1.0034, 1.3493, 3.2063], [-1.1575, 3.0627, 3.6893], [0.8274, 4.2705, 4.0502], [3.2096, 4.7102, 3.4431], [4.2505, 3.2851, 1.6674], [2.9467, 0.2766, 0.3916], [4.2672, 1.3997, 0.5362], [3.6364, 2.0770, -1.5158], [2.8038, 3.9153, -0.2274], [1.5803, 2.8489, 0.2920], [1.1530, 3.0649, -2.4870], [1.3525, 4.6854, -1.7927], [-0.9101, 3.6792, -1.5300], [2.9132, -0.8931, 5.9363], [3.5400, -0.4900, 4.7346], [4.7128, -1.2289, 4.4915], [5.3198, -0.8475, 3.1567], [4.5521, -1.3988, 2.1064], [5.2995, -1.5811, 0.9160], [4.4287, -2.1043, -0.2226], [4.1436, -1.1516, -1.2540], [3.2808, -1.6981, -2.2430], [2.6415, -1.9530, 5.9015], [3.5677, -0.7226, 6.7988], [2.0132, -0.2920, 6.0479], [4.4816, -2.3007, 4.4798], [5.4483, -1.0353, 5.2841], [6.3440, -1.2373, 3.1285], [5.3741, 0.2462, 3.0816], [6.0832, -2.3142, 1.1351], [5.7978, -0.6546, 0.5990], [3.4863, -2.4946, 0.1839], [4.9806, -2.9213, -0.6999], [3.7193, -2.6302, -2.6093], [3.2366, -0.9727, -3.0535], [2.2678, -1.8637, -1.8507], [1.3777, -2.3182, 3.2922], [0.3592, -3.3729, 2.8348], [-0.7307, -3.4918, 3.9044], [1.0889, -4.7117, 2.7046], [-0.1743, -2.7450, 1.1149], [-1.4898, -1.5373, 1.7347], [-2.2452, -0.8782, 0.6929], [-1.7140, -0.1762, -0.4565], [-2.8921, 0.1043, -1.2398], [-3.0016, 0.5278, -2.6206], [-1.5615, 1.5633, -3.2295], [-0.8959, 0.4678, -4.6330], [0.0785, -0.4770, -3.9142], [-0.1019, 1.3396, -5.6098], [-1.9111, -0.3746, -5.4149], [-2.5609, 3.0229, -3.9326], [-3.5935, 2.6727, -5.0050], [-3.2480, 3.6353, -2.6849], [-1.5949, 4.0655, -4.5102], [-4.0360, -0.3471, -0.5815], [-5.3809, -0.2628, -0.9124], [-6.3202, -0.7577, -0.0129], [-5.9248, -1.3388, 1.1851], [-4.5789, -1.4435, 1.5183], [-3.6317, -0.9490, 0.6313], [-1.1630, -4.1067, 0.2173], [-2.2602, -4.7639, 1.0478], [-0.1450, -5.1465, -0.2717], [-1.7725, -3.4586, -1.0409], [1.7204, -2.5462, 4.3070], [0.9444, -1.3143, 3.2815], [2.2473, -2.3103, 2.6355], [-0.3036, -3.9804, 4.7855], [-1.5762, -4.0927, 3.5741], [-1.0951, -2.5127, 4.2184], [1.6727, -4.9021, 3.6100], [1.7732, -4.7021, 1.8535], [0.3877, -5.5377, 2.5888], [-0.9052, -0.7779, 2.2690], [-2.1722, -2.0518, 2.4070], [-3.9176, 1.1063, -2.7444], [-3.0866, -0.3580, -3.2511], [0.8484, 0.0947, -3.3851], [0.5449, -1.1460, -4.6421], [-0.4352, -1.0666, -3.1508], [0.5141, 2.0664, -5.0735], [-0.7618, 1.8745, -6.2929], [0.5606, 0.7137, -6.2130], [-2.1978, -1.2685, -4.8620], [-1.4483, -0.7080, -6.3477], [-2.8102, 0.1816, -5.6744], [-4.3111, 1.9237, -4.6692], [-3.1086, 2.3048, -5.9096], [-4.1544, 3.5714, -5.2773], [-3.2877, 2.9405, -1.8413], [-4.2661, 3.9478, -2.9197], [-2.7092, 4.5271, -2.3522], [-1.1794, 3.7498, -5.4648], [-0.7658, 4.2506, -3.8207], [-2.1211, 5.0100, -4.6723], [-5.7104, 0.1847, -1.8413], [-7.3741, -0.6882, -0.2482], [-6.6766, -1.7056, 1.8716], [-4.2910, -1.8912, 2.4619], [-1.8526, -5.3186, 1.8934], [-2.8089, -5.4752, 0.4237], [-2.9749, -4.0250, 1.4130], [0.2243, -5.7846, 0.5281], [0.7043, -4.6452, -0.7427], [-0.6119, -5.7960, -1.0157], [-2.7302, -2.9907, -0.8254], [-1.9467, -4.2298, -1.7959], [-1.0979, -2.7014, -1.4460]]}



no.,DFT total energy (a.u.)
1,-4001.7610
2,-4929.8484
3,-2900.0106